(1)
Computed, not measured: 2 unconnected molecules or ions with the total composition C3H8N2OS at a distorted geometry, with wB97M-V/def2-TZVPD.

**E**: -19099.755 eV
**Relative energy (zero: lowest compared OMol25 entry of this formula, charge and spin)**: 458.0 kJ/mol
**LUMO level**: 0.75 eV

CARTESIAN COORDINATES (ANGSTROEM)
1 C 0.49 -0.64 0.59
2 C 1.96 0.67 -1.02
3 C -1.26 0.46 0.62
4 N 0.12 -1.83 0.60
5 N -2.29 -0.26 1.09
6 O 3.13 -1.39 0.23
7 S 2.39 -0.20 0.58
8 H 1.41 1.58 -0.67
9 H 1.66 0.04 -1.83
10 H 2.91 1.03 -1.21
11 H -1.46 0.55 -0.47
12 H -1.07 1.32 1.08
13 H 0.74 -2.57 0.49
14 H -2.71 -0.96 0.44
15 H -2.41 -0.40 2.06

Results of the natural (NBO) charge analysis, in e, for atoms 1 through 6: 0.0130, -0.7951, -0.1077, -0.7194, -0.7899, -0.9699

=====

(2)
Computed, not measured: C3H8N2P2 in the gas phase at a distorted geometry, with wB97M-V/def2-TZVPD.

**E**: -24796.146 eV
**Relative energy (zero: lowest compared OMol25 entry of this formula, charge and spin)**: 117.2 kJ/mol
**LUMO level**: 0.09 eV

CARTESIAN COORDINATES (ANGSTROEM)
1 C 2.48 1.74 1.24
2 C -1.20 0.14 0.23
3 C -2.19 -2.27 -1.63
4 N 1.51 1.06 0.55
5 N -0.20 -0.34 -0.77
6 P 1.52 -0.02 -0.55
7 P -0.72 -1.56 -1.88
8 H 2.12 2.55 1.78
9 H 3.53 2.05 0.80
10 H 2.92 1.12 1.99
11 H -2.15 0.40 -0.26
12 H -0.62 0.81 0.89
13 H -1.57 -0.55 0.96
14 H -2.31 -3.03 -2.31
15 H -3.13 -2.08 -1.05

Results of the natural (NBO) charge analysis, in e, for atoms 1 through 6: -0.4258, -0.4635, -0.9759, -0.9414, -1.0619, 1.2473

=====

(3)
Computed, not measured: C3H8N2S in the gas phase at a distorted geometry, with wB97M-V/def2-TZVPD.

**E**: -17053.295 eV
**Relative energy (zero: lowest compared OMol25 entry of this formula, charge and spin)**: 331.5 kJ/mol
**LUMO level**: 0.90 eV

CARTESIAN COORDINATES (ANGSTROEM)
1 C -0.08 -1.14 2.47
2 C 0.50 0.05 0.51
3 C -0.08 0.76 -3.00
4 H 0.92 -0.87 2.89
5 H -0.30 -2.14 1.96
6 H -0.98 -1.15 3.31
7 H -1.00 0.90 1.62
8 H 1.38 -0.66 0.50
9 H 0.16 1.54 -3.89
10 H -0.11 -0.36 -3.24
11 H -1.10 0.97 -2.60
12 N -0.18 0.12 1.67
13 N -0.14 0.74 -0.48
14 S 1.01 1.24 -1.71

Results of the natural (NBO) charge analysis, in e, for atoms 1 through 6: -0.4515, 0.2489, -0.8025, 0.2296, 0.2134, 0.2155

=====

(4)
Computed, not measured: C3H8N2S in the gas phase at a distorted geometry, with wB97M-V/def2-TZVPD.

**E**: -17055.698 eV
**Relative energy (zero: lowest compared OMol25 entry of this formula, charge and spin)**: 99.6 kJ/mol
**LUMO level**: 0.79 eV

CARTESIAN COORDINATES (ANGSTROEM)
1 C -2.45 -0.31 0.02
2 C 0.03 -0.02 -0.19
3 C 2.79 0.18 0.04
4 H -2.76 0.26 -0.87
5 H -3.06 -1.23 0.14
6 H -2.49 0.42 0.84
7 H -0.94 -1.74 0.22
8 H -0.89 1.65 -0.02
9 H 3.66 -0.13 -0.48
10 H 3.09 0.35 1.16
11 H 2.53 1.20 -0.27
12 N -1.10 -0.85 -0.17
13 N 0.07 1.25 -0.24
14 S 1.53 -1.03 -0.17

Results of the natural (NBO) charge analysis, in e, for atoms 1 through 6: -0.4230, 0.3171, -0.7809, 0.2032, 0.2187, 0.1886

=====

(5)
Computed, not measured: C3H8N2S in the gas phase at a distorted geometry, with wB97M-V/def2-TZVPD.

**E**: -17055.779 eV
**Relative energy (zero: lowest compared OMol25 entry of this formula, charge and spin)**: 91.7 kJ/mol
**LUMO level**: 0.73 eV

CARTESIAN COORDINATES (ANGSTROEM)
1 C 2.29 -0.04 0.02
2 C -0.07 0.34 -0.04
3 C -1.38 -0.42 0.11
4 H 3.04 -0.86 -0.06
5 H 2.51 0.62 -0.86
6 H 2.44 0.48 0.96
7 H 0.75 -1.44 -0.33
8 H -1.30 -1.34 -0.52
9 H -1.46 -0.93 1.08
10 H -2.69 1.02 0.65
11 H -2.64 0.78 -0.94
12 N 0.91 -0.49 -0.03
13 N -2.63 0.31 -0.07
14 S 0.24 1.97 0.01

Results of the natural (NBO) charge analysis, in e, for atoms 1 through 6: -0.4306, 0.1156, -0.2856, 0.2046, 0.2200, 0.2229

=====

(6)
Computed, not measured: C3H8N2S in the gas phase at a distorted geometry, with wB97M-V/def2-TZVPD.

**E**: -17055.187 eV
**Relative energy (zero: lowest compared OMol25 entry of this formula, charge and spin)**: 148.9 kJ/mol
**LUMO level**: 0.79 eV

CARTESIAN COORDINATES (ANGSTROEM)
1 C -1.56 -0.53 0.68
2 C -0.83 -0.18 -0.59
3 C 1.58 -0.62 -0.37
4 H -2.64 -0.79 0.51
5 H -1.15 -1.36 1.23
6 H -1.55 0.38 1.37
7 H -1.25 0.70 -1.14
8 H -0.81 -1.03 -1.28
9 H 1.18 1.50 1.00
10 H 1.33 1.99 -0.56
11 H 1.36 -1.57 -0.83
12 N 0.54 0.22 -0.33
13 N 0.69 1.55 0.09
14 S 3.10 -0.28 0.23

Results of the natural (NBO) charge analysis, in e, for atoms 1 through 6: -0.6288, -0.2144, -0.0628, 0.2210, 0.2167, 0.2208

=====

(7)
Computed, not measured: C3H8N2S in the gas phase at a distorted geometry, with wB97M-V/def2-TZVPD.

**E**: -17055.387 eV
**Relative energy (zero: lowest compared OMol25 entry of this formula, charge and spin)**: 129.6 kJ/mol
**LUMO level**: 0.75 eV

CARTESIAN COORDINATES (ANGSTROEM)
1 C -0.21 -1.48 1.03
2 C -0.39 -0.91 -0.41
3 C 0.28 0.42 -0.63
4 H -0.62 -2.50 0.98
5 H -0.85 -0.97 1.75
6 H 0.87 -1.50 1.43
7 H -1.42 -0.69 -0.53
8 H -0.19 -1.65 -1.21
9 H 1.71 -0.27 -1.66
10 H -1.20 1.33 0.45
11 H 1.02 2.99 0.52
12 N 1.35 0.61 -1.26
13 N -0.42 1.49 -0.12
14 S 0.08 3.11 -0.34

Results of the natural (NBO) charge analysis, in e, for atoms 1 through 6: -0.6072, -0.4675, 0.4315, 0.2152, 0.2052, 0.2196

=====

(8)
Computed, not measured: C3H8N2S in the gas phase at a distorted geometry, with wB97M-V/def2-TZVPD.

**E**: -17055.016 eV
**Relative energy (zero: lowest compared OMol25 entry of this formula, charge and spin)**: 165.4 kJ/mol
**LUMO level**: 0.64 eV

CARTESIAN COORDINATES (ANGSTROEM)
1 C -0.02 1.93 0.31
2 C -0.57 -0.40 0.52
3 C -0.27 -1.83 0.03
4 H -1.07 2.16 0.14
5 H 0.75 2.48 -0.25
6 H 0.19 2.08 1.38
7 H 1.71 -0.31 -0.82
8 H 0.37 -0.27 -1.81
9 H -0.94 -2.50 0.58
10 H 0.75 -2.08 0.31
11 H -0.44 -1.92 -1.05
12 N 0.14 0.55 -0.06
13 N 0.93 0.25 -1.13
14 S -1.53 -0.14 1.85

Results of the natural (NBO) charge analysis, in e, for atoms 1 through 6: -0.4243, 0.1356, -0.6761, 0.2203, 0.2230, 0.2227

=====

(9)
Computed, not measured: C3H8N2S2 in the gas phase at a distorted geometry, with wB97M-V/def2-TZVPD.

**E**: -27888.050 eV
**Relative energy (zero: lowest compared OMol25 entry of this formula, charge and spin)**: 351.8 kJ/mol
**LUMO level**: -0.10 eV

CARTESIAN COORDINATES (ANGSTROEM)
1 C -1.49 -0.47 -0.32
2 C -0.36 -0.49 0.82
3 C 1.97 -0.62 -0.33
4 H -1.13 1.29 -1.19
5 H -2.03 1.39 -0.07
6 H -2.38 -1.09 0.15
7 H -1.24 -1.24 -1.10
8 H -0.89 -0.18 1.72
9 H -0.06 -1.43 1.09
10 H 2.31 1.67 1.07
11 H 1.67 -1.65 -0.81
12 N -1.90 0.80 -0.91
13 N 0.88 0.12 0.20
14 S 1.12 1.89 0.05
15 S 3.53 0.01 -0.37

Results of the natural (NBO) charge analysis, in e, for atoms 1 through 6: -0.2307, -0.2412, -0.0927, 0.3449, 0.3413, 0.1858

=====

(10)
Computed, not measured: 2 unconnected molecules or ions with the total composition C3H8N3 at a distorted geometry, with wB97M-V/def2-TZVPD.

**Charge**: +1
**E**: -7699.183 eV
**Relative energy (zero: lowest compared OMol25 entry of this formula, charge and spin)**: 588.1 kJ/mol
**LUMO level (spin up / spin down)**: -6.28 / -3.97 eV

CARTESIAN COORDINATES (ANGSTROEM)
1 C -3.35 -0.64 0.11
2 C 0.41 -0.15 -0.21
3 C 0.45 1.15 0.45
4 N -2.63 0.31 0.26
5 N -0.46 -0.96 -0.43
6 N 1.92 -0.83 -0.26
7 H -3.09 -1.64 0.09
8 H -4.39 -0.45 0.01
9 H 1.45 1.56 0.38
10 H 0.24 0.93 1.56
11 H -0.29 1.76 0.04
12 H 2.28 -0.87 0.69
13 H 2.39 -0.22 -0.85
14 H 1.76 -1.90 -0.53

Results of the natural (NBO) charge analysis, in e, for atoms 1 through 6: -0.1719, 0.3202, -0.6902, -0.1632, -0.1608, -0.7471

=====

(11)
Computed, not measured: a gas-phase ion, C3H8N3 (charge +1) at a distorted geometry, with wB97M-V/def2-TZVPD.

**Charge**: +1
**E**: -7700.866 eV
**Relative energy (zero: lowest compared OMol25 entry of this formula, charge and spin)**: 425.7 kJ/mol
**LUMO level**: -4.18 eV

CARTESIAN COORDINATES (ANGSTROEM)
1 C 1.04 0.01 1.13
2 C 0.10 0.07 -0.18
3 C -0.81 -1.27 -0.35
4 N 2.11 -0.11 0.11
5 N 1.38 0.03 -0.90
6 N -0.67 1.29 -0.56
7 H 1.28 0.92 1.69
8 H 0.94 -0.85 1.81
9 H -1.88 -0.83 -0.48
10 H -0.72 -1.86 0.69
11 H -0.53 -2.00 -1.14
12 H -1.05 1.70 0.33
13 H -1.31 1.04 -1.30
14 H 0.11 1.87 -0.85

Results of the natural (NBO) charge analysis, in e, for atoms 1 through 6: -0.3084, 0.1766, -0.6391, -0.0176, -0.1527, -0.6942

=====

(12)
Computed, not measured: a gas-phase ion, C3H8N3 (charge +1) at a distorted geometry, with wB97M-V/def2-TZVPD.

**Charge**: +1
**E**: -7701.120 eV
**Relative energy (zero: lowest compared OMol25 entry of this formula, charge and spin)**: 401.2 kJ/mol
**LUMO level**: -3.65 eV

CARTESIAN COORDINATES (ANGSTROEM)
1 C 0.43 -1.12 0.06
2 C 1.59 -0.13 -0.19
3 C -0.41 0.17 0.45
4 N -2.67 -0.22 0.10
5 N -1.79 0.49 -0.28
6 N 0.63 0.99 -0.10
7 H 0.03 -1.36 -0.97
8 H 0.59 -2.08 0.75
9 H 2.26 -0.16 0.76
10 H 2.16 -0.11 -1.14
11 H -0.48 0.29 1.51
12 H -3.58 0.22 -0.32
13 H 0.90 1.77 0.40
14 H 0.35 1.24 -1.04

Results of the natural (NBO) charge analysis, in e, for atoms 1 through 6: -0.4299, -0.2276, 0.0353, -0.2411, -0.1252, -0.4966

=====

(13)
Computed, not measured: a gas-phase ion, C3H8N3 (charge +1) at a distorted geometry, with wB97M-V/def2-TZVPD.

**Charge**: +1
**E**: -7697.114 eV
**Relative energy (zero: lowest compared OMol25 entry of this formula, charge and spin)**: 284.3 kJ/mol
**LUMO level (spin up / spin down)**: -2.80 / -8.91 eV
**Spin multiplicity**: 3

CARTESIAN COORDINATES (ANGSTROEM)
1 C 1.97 0.19 -0.60
2 C 0.79 0.32 0.30
3 C -1.60 0.43 0.31
4 N -0.37 -1.63 -0.16
5 N 1.98 -0.29 0.74
6 N -0.40 -0.44 0.14
7 H 1.84 -0.62 -1.47
8 H 2.40 1.06 -0.75
9 H 0.45 1.21 0.77
10 H -1.71 1.12 -0.64
11 H -1.69 0.91 1.20
12 H -2.40 -0.31 0.15
13 H -1.09 -2.29 -0.33
14 H 1.80 -1.26 0.95

Results of the natural (NBO) charge analysis, in e, for atoms 1 through 6: -0.1880, 0.1197, -0.4534, -0.4664, -0.1982, -0.1446

=====

(14)
Computed, not measured: a molecular structure, C3H8N3O at a distorted geometry, with wB97M-V/def2-TZVPD.

**Charge**: +1
**E**: -9746.377 eV
**Relative energy (zero: lowest compared OMol25 entry of this formula, charge and spin)**: 587.3 kJ/mol
**LUMO level**: -3.83 eV

CARTESIAN COORDINATES (ANGSTROEM)
1 C 1.96 0.77 -0.30
2 C 1.14 -1.19 0.23
3 C -2.48 0.22 -0.23
4 N 2.29 -0.42 -0.13
5 N 0.69 1.06 0.21
6 N 0.04 -0.15 0.46
7 O -0.86 -0.49 -0.54
8 H 2.70 1.39 -0.76
9 H 0.93 -1.93 -0.52
10 H 1.39 -1.71 1.20
11 H -2.68 -0.42 0.68
12 H -2.98 -0.22 -1.23
13 H -2.17 1.30 -0.33
14 H 0.27 1.87 -0.19
15 H -0.24 -0.06 1.45

Results of the natural (NBO) charge analysis, in e, for atoms 1 through 6: 0.2359, -0.0941, -0.2455, -0.3959, -0.4823, 0.0353

=====

(15)
Computed, not measured: a molecular structure, C3H8N3O at a distorted geometry, with wB97M-V/def2-TZVPD.

**Charge**: +1
**E**: -9748.945 eV
**Relative energy (zero: lowest compared OMol25 entry of this formula, charge and spin)**: 339.5 kJ/mol
**LUMO level**: -3.26 eV

CARTESIAN COORDINATES (ANGSTROEM)
1 C -1.65 1.24 -1.46
2 C 0.16 0.14 -0.89
3 C 0.36 1.12 1.44
4 N -0.79 0.40 -1.99
5 N -0.22 0.93 0.15
6 N -0.12 -1.71 -0.54
7 O -1.39 1.63 -0.24
8 H -2.49 1.79 -1.93
9 H 1.20 -0.03 -0.91
10 H -0.03 0.37 2.15
11 H 1.43 0.98 1.33
12 H -0.09 2.10 1.73
13 H 0.31 -1.75 0.33
14 H 0.44 -2.32 -1.24
15 H -1.07 -1.91 -0.42

Results of the natural (NBO) charge analysis, in e, for atoms 1 through 6: 0.3962, 0.3075, -0.4281, -0.4663, -0.1143, -0.8646

=====

(16)
Computed, not measured: 2 unconnected molecules or ions with the total composition C3H8N3O at a distorted geometry, with wB97M-V/def2-TZVPD.

**Charge**: +1
**E**: -9750.209 eV
**Relative energy (zero: lowest compared OMol25 entry of this formula, charge and spin)**: 217.6 kJ/mol
**LUMO level**: -3.72 eV

CARTESIAN COORDINATES (ANGSTROEM)
1 C 1.01 0.99 -2.99
2 C -0.88 0.85 -2.12
3 C -0.59 -0.37 1.93
4 N -0.26 1.15 -3.25
5 N 1.17 0.58 -1.71
6 N -0.04 0.42 -1.15
7 O 0.09 -0.97 0.81
8 H 1.71 1.15 -3.78
9 H 0.01 -1.90 0.81
10 H -1.86 0.87 -1.91
11 H -1.47 0.25 1.49
12 H 0.00 0.47 2.37
13 H -0.99 -1.09 2.57
14 H 1.96 0.43 -1.23
15 H -0.13 -0.01 -0.19

Results of the natural (NBO) charge analysis, in e, for atoms 1 through 6: 0.2415, 0.2620, -0.2680, -0.4028, -0.2874, -0.3000

=====

(17)
Computed, not measured: 2 unconnected molecules or ions with the total composition C3H8N3O at a distorted geometry, with wB97M-V/def2-TZVPD.

**Charge**: +1
**E**: -9746.779 eV
**Relative energy (zero: lowest compared OMol25 entry of this formula, charge and spin)**: 548.5 kJ/mol
**LUMO level (spin up / spin down)**: -5.29 / -4.26 eV

CARTESIAN COORDINATES (ANGSTROEM)
1 C 0.12 -0.22 -0.14
2 C 2.10 0.81 -1.03
3 C -2.10 -0.26 -0.87
4 N -0.61 -0.60 2.78
5 N -0.62 -1.36 1.89
6 N 1.35 0.09 -0.02
7 O -0.70 0.08 -1.08
8 H 2.25 1.81 -0.78
9 H 1.45 0.88 -1.96
10 H 3.00 0.11 -1.21
11 H -2.53 -0.29 -1.88
12 H -2.51 0.65 -0.28
13 H -2.19 -1.18 -0.14
14 H -0.82 -0.53 3.79
15 H 1.80 0.01 0.92

Results of the natural (NBO) charge analysis, in e, for atoms 1 through 6: 0.6826, -0.4403, -0.2643, -0.2715, 0.0823, -0.5706